Density functional theory data (wB97M-V/def2-TZVPD) for a 2-piece molecular cluster, C2H10N4 overall at a distorted geometry.

Summary:
Spin multiplicity ... 1
Maximum force ... 6.6 eV Å⁻¹
Net charge ... +2
E ... -300.38603 Ha
Orbital gap (alpha / beta) ... 7.58 / 7.58 eV
Relative energy (zero: lowest compared OMol25 entry of this formula, charge and spin) ... 4.858 eV

Positions of all 16 atoms, in Å:
H1 -2.958 0.121 0.262
H2 0.981 0.942 -0.267
H3 -0.556 2.435 -0.589
C1 -0.947 1.834 0.323
H4 -0.200 1.948 1.083
N1 1.706 -0.923 -0.661
H5 0.809 -0.206 1.052
H6 -1.931 -1.148 -0.587
H7 -1.791 2.292 0.853
N2 1.686 -2.206 -0.370
C2 1.070 -0.001 -0.014
N3 -0.952 0.495 -0.205
H8 2.158 -0.592 -1.479
N4 -2.016 -0.157 -0.094
H9 1.616 -2.277 0.580
H10 2.294 -2.812 -0.872